{"formula": "C3H6NO4P", "method": "ωB97M-V/def2-TZVPD", "species": ["C", "C", "C", "N", "O", "O", "O", "O", "P", "H", "H", "H", "H", "H", "H"], "coordinates": [[-1.869, -0.707, -0.375], [-0.472, 1.089, 0.208], [1.765, -0.997, 0.124], [-0.630, -0.201, -0.539], [3.107, -1.566, 0.229], [3.776, 0.558, -1.245], [-2.831, -0.312, 0.303], [3.489, 0.814, 1.285], [3.056, 0.176, 0.013], [-1.958, -1.611, -0.918], [-0.673, 1.286, 1.242], [0.666, 1.288, 0.089], [-0.936, 1.808, -0.339], [1.252, -1.075, 1.071], [1.197, -1.461, -0.667]], "homo_energy_ev": -0.5, "relative_energy_kcal_mol": 26.2, "lumo_energy_ev": 6.61, "gap_ev": 7.13, "charge": -2}